C29H23Cl3N5O6Os as an isolated structure at a distorted geometry, computed with the ωB97M-V functional and the def2-TZVPD basis.

Calculated values
Kohn-Sham gap = 5.94 eV
LUMO level = -4.9 eV
ΔE to the lowest compared entry with this formula, charge and spin = 15.5 kJ/mol
M = 834.121 g mol⁻¹
charge = +1

```
67
Properties=species:S:1:pos:R:3:lowdin_charge:R:1
Os 0.38 -0.49 0.24 1.742
Cl 2.52 3.82 -0.57 0.648
Cl 3.04 0.53 8.02 0.677
Cl 1.02 3.11 -2.99 0.639
O -0.88 -2.52 0.47 -0.056
O 4.53 -1.12 2.58 -0.016
O 0.88 1.14 -0.78 -0.206
O 2.06 0.72 1.38 0.008
O 2.98 0.46 -1.30 0.092
O 2.22 -1.37 0.82 -0.138
N 0.52 -1.24 -1.66 -0.046
N -1.35 0.31 -0.22 -0.052
N -2.02 1.14 1.92 0.197
N -0.21 -0.41 2.26 -0.047
N -1.32 0.01 -2.60 0.200
C -0.06 0.46 4.88 -0.008
C 1.38 -1.73 -4.25 -0.016
C -1.00 0.62 2.68 -0.283
C 4.27 -0.30 1.46 -0.064
C 2.33 2.65 -1.89 -0.989
C 3.48 0.08 6.40 -0.682
C 3.37 1.00 5.38 -0.109
C -4.54 2.02 0.33 0.011
C 4.72 -3.00 4.55 -0.019
C -5.22 2.10 -2.00 -0.045
C -2.21 0.94 0.67 -0.242
C -1.85 0.43 -1.50 -0.253
C -3.14 1.12 -1.42 -0.095
C 0.29 -0.93 -4.02 0.019
C -0.16 -0.70 -2.71 -0.288
C 2.09 1.27 -1.28 -0.701
C 3.91 -1.22 6.14 -0.067
C -3.38 1.41 -0.09 -0.099
C 0.62 -0.70 4.48 -0.031
C 4.25 -1.61 4.85 -0.197
C 4.15 -0.67 3.82 -0.223
C 0.53 -1.08 3.18 -0.112
C 1.58 -2.07 -1.91 -0.108
C 3.70 0.62 4.08 -0.006
C 2.78 -0.29 1.18 -0.590
C 2.03 -2.33 -3.17 -0.030
C -0.89 1.09 3.99 0.028
C -5.47 2.36 -0.66 -0.047
C -4.05 1.46 -2.41 0.013
H 4.00 -1.93 6.95 0.118
H -6.40 2.84 -0.37 0.113
H 1.23 -1.26 5.17 0.115
H 5.76 -3.00 4.23 0.095
H 2.88 -2.99 -3.30 0.120
H 4.14 -3.44 3.73 0.083
H 0.03 0.82 5.90 0.125
H 1.08 -1.93 2.81 0.118
H -0.26 -0.46 -4.82 0.127
H 3.03 2.00 5.58 0.114
H -1.60 -2.53 1.12 0.092
H 2.06 -2.48 -1.04 0.109
H 3.59 1.35 3.29 0.111
H 4.78 -0.76 0.62 0.151
H -1.47 1.96 4.26 0.127
H 4.64 0.72 1.60 0.143
H 1.73 -1.90 -5.26 0.123
H -4.73 2.22 1.38 0.122
H 4.62 -3.64 5.43 0.083
H -5.95 2.38 -2.74 0.113
H -0.38 -3.33 0.59 0.094
H 3.26 2.62 -2.45 0.073
H -3.85 1.24 -3.45 0.122
```

C29H24As2NO2S8TcTe as an isolated structure at a distorted geometry, computed with the ωB97M-V functional and the def2-TZVPD basis.

Calculated values
Kohn-Sham gap (alpha / beta) = 5.26 / 5.27 eV
LUMO level (alpha / beta) = -2.8 / -2.8 eV
M = 1050.496 g mol⁻¹
charge = 0

```
68
Properties=species:S:1:pos:R:3:lowdin_charge:R:1
Te 3.81 0.10 2.68 1.400
Tc 2.15 2.01 -0.49 0.523
As 1.78 4.91 1.89 -0.216
As 3.12 1.53 -3.61 -0.445
S 3.60 3.02 -4.93 -0.005
S 2.91 6.57 2.14 0.052
S 0.53 3.97 3.17 0.095
S 3.08 -0.51 -3.93 -0.008
S 3.46 2.13 1.65 -0.071
S 1.19 2.15 -2.52 0.230
S 4.11 1.96 -1.58 0.131
S 1.83 4.27 -0.23 0.068
O 0.46 1.45 0.20 -0.360
O -1.66 3.11 0.74 0.083
N 2.32 -0.29 -0.43 -0.018
C -0.46 0.63 -0.25 -0.307
C 3.65 -0.91 -0.27 -0.328
C -3.38 3.01 -0.86 -0.161
C -0.63 -1.36 4.03 -0.067
C 2.06 -4.68 -1.54 -0.054
C -2.22 2.44 -0.10 -0.290
C 1.75 -1.70 3.95 -0.155
C -3.52 2.82 -2.23 -0.034
C -5.49 4.20 -2.22 -0.081
C -5.35 4.39 -0.85 -0.072
C 3.99 -1.37 1.13 -0.376
C 0.78 0.29 2.99 -0.150
C -0.08 -0.67 -0.64 -0.073
C -1.06 -1.56 -1.09 0.046
C -4.29 3.81 -0.17 -0.016
C 1.49 -2.60 -0.48 -0.213
C 1.96 -3.29 -1.58 -0.035
C 1.68 -5.37 -0.39 -0.075
C 1.08 -3.29 0.66 -0.036
C -2.73 0.12 -0.88 0.033
C -1.80 1.04 -0.41 -0.055
C -2.38 -1.19 -1.21 -0.236
C 1.19 -4.68 0.70 -0.063
C -0.49 -0.15 3.36 -0.049
C 1.87 -0.50 3.27 -0.486
C 1.31 -1.11 -0.51 -0.168
C -4.57 3.43 -2.91 -0.071
C -3.42 -2.17 -1.71 -0.038
C 0.48 -2.13 4.34 -0.087
H -4.40 -1.72 -1.75 0.077
H 2.62 -2.31 4.19 0.103
H -3.17 -2.53 -2.71 0.086
H 3.36 -2.20 1.48 0.047
H -4.66 3.30 -3.98 0.106
H 2.43 -5.21 -2.40 0.111
H -0.77 -2.56 -1.38 0.133
H 3.75 -1.76 -0.94 0.103
H 5.03 -1.70 1.16 0.064
H -3.48 -3.05 -1.06 0.083
H 4.39 -0.19 -0.59 0.015
H 0.67 -2.75 1.50 0.110
H 0.37 -3.06 4.87 0.108
H -6.07 5.00 -0.31 0.105
H 0.88 -5.21 1.59 0.107
H 1.76 -6.45 -0.36 0.106
H -3.76 0.43 -0.99 0.129
H -1.35 0.46 3.14 0.118
H -6.31 4.67 -2.75 0.104
H 0.89 1.25 2.49 0.012
H 2.25 -2.74 -2.47 0.062
H -4.15 3.97 0.89 0.120
H -1.62 -1.70 4.32 0.109
H -2.80 2.22 -2.77 0.120
```

C29H24AsN5O5RhS as an isolated structure at a distorted geometry, computed with the ωB97M-V functional and the def2-TZVPD basis.

Calculated values
Kohn-Sham gap (alpha / beta) = 5.79 / 5.70 eV
LUMO level (alpha / beta) = -4.9 / -5.0 eV
ΔE to the lowest compared entry with this formula, charge and spin = 174.8 kJ/mol
M = 732.436 g mol⁻¹
charge = +1

```
66
Properties=species:S:1:pos:R:3:lowdin_charge:R:1
Rh -0.27 -0.15 1.12 0.911
As -2.79 -0.20 -0.43 1.356
S 0.54 -0.61 3.22 0.819
O -0.24 1.86 0.28 -0.114
O 1.62 0.09 0.58 -0.215
O 4.35 1.34 0.56 0.134
O 3.93 4.17 -0.43 0.198
O 0.98 4.66 -0.16 0.170
N 0.76 -4.37 -1.00 0.157
N 0.53 -5.52 0.98 0.158
N 0.05 -2.02 0.25 -0.046
N 2.22 -2.32 4.28 0.131
N 2.86 -1.62 2.20 0.008
C -2.38 0.80 3.72 -0.096
C -5.43 0.51 0.67 -0.089
C 0.46 -4.35 0.29 -0.355
C -3.22 -3.05 -1.22 -0.083
C 0.11 -3.15 0.93 -0.069
C -6.72 0.10 -1.76 -0.073
C -2.76 -1.47 2.11 -0.213
C 1.56 3.62 -0.07 -0.239
C 0.71 -3.21 -1.66 -0.075
C 1.95 1.34 0.33 -0.269
C -2.80 -1.58 3.48 -0.028
C -3.01 -2.55 1.12 -0.224
C -3.40 -4.40 -0.91 -0.059
C -3.19 -3.89 1.44 -0.028
C 0.99 2.25 0.17 -0.283
C 3.32 1.90 0.28 -0.248
C -4.69 0.17 -0.46 -0.395
C 2.00 -1.59 3.18 -0.731
C -5.34 -0.03 -1.67 -0.126
C -6.81 0.65 0.58 -0.069
C -3.03 -2.13 -0.20 -0.338
C 4.09 -2.42 2.17 -0.009
C 3.10 3.39 -0.11 -0.212
C -2.52 -0.19 1.52 -0.486
C -7.46 0.43 -0.63 -0.073
C -2.61 -0.45 4.28 -0.068
C -3.38 -4.81 0.42 -0.066
C -2.34 0.94 2.34 -0.138
C 0.35 -2.03 -1.06 -0.108
H -3.52 -5.86 0.66 0.110
H 4.79 -1.91 1.50 0.103
H -2.65 -0.55 5.36 0.120
H -7.38 0.92 1.46 0.109
H 2.65 -1.03 1.40 0.090
H -3.56 -5.12 -1.70 0.112
H -2.23 1.92 1.89 0.118
H 1.62 -2.18 5.08 0.105
H 0.15 -5.61 1.90 0.101
H 3.11 -2.76 4.44 0.104
H -4.95 0.69 1.63 0.095
H -8.53 0.52 -0.70 0.109
H -3.23 -2.74 -2.26 0.108
H -2.25 1.67 4.36 0.121
H -0.14 -3.11 1.99 0.108
H 3.90 -3.42 1.79 0.097
H -3.18 -4.22 2.47 0.112
H -3.00 -2.54 3.95 0.116
H 0.29 -1.09 -1.60 0.115
H -4.77 -0.28 -2.56 0.097
H 4.55 -2.48 3.15 0.086
H 0.74 -6.36 0.47 0.111
H 0.96 -3.23 -2.71 0.124
H -7.22 -0.06 -2.71 0.109
```

C29H24BCaF2N8O8Se2 as an isolated structure at a distorted geometry, computed with the ωB97M-V functional and the def2-TZVPD basis.

Calculated values
Kohn-Sham gap = 4.82 eV
LUMO level = 1.3 eV
ΔE to the lowest compared entry with this formula, charge and spin = 311.3 kJ/mol
M = 859.365 g mol⁻¹
charge = -1

```
75
Properties=species:S:1:pos:R:3:lowdin_charge:R:1
Se 2.19 -0.40 -1.91 1.179
Se 2.29 -2.83 1.11 0.951
Ca -1.13 0.40 -0.52 1.360
F 3.21 0.55 2.35 0.210
F 2.64 1.54 0.45 0.195
O -4.47 -4.74 4.71 0.072
O 0.00 -1.37 -0.75 -0.556
O -2.64 0.67 0.87 -0.112
O -2.84 -1.14 -0.38 -0.029
O -0.48 -0.54 2.18 -0.017
O 0.94 -2.22 4.16 0.066
O -0.30 -3.11 5.63 0.066
O -5.68 -3.94 3.12 0.075
N -1.16 2.87 2.29 0.122
N 0.92 -0.36 -0.62 -0.634
N 0.48 3.34 0.77 0.201
N -0.10 2.21 -1.24 0.008
N -0.02 1.64 -3.57 0.148
N -4.64 -3.99 3.76 -0.355
N -2.03 0.72 -2.70 0.034
N -0.15 -2.55 4.56 -0.336
C 1.10 4.20 -1.41 -0.089
C -2.66 -1.44 1.94 -0.009
C -0.04 2.54 1.74 -0.319
C -3.69 -2.28 2.28 0.094
C 2.89 -3.09 -0.72 -0.565
C 0.45 3.22 -0.50 -0.284
C -1.32 -2.31 3.75 -0.034
C -1.21 0.02 -4.84 -0.043
C -1.43 -1.41 2.64 -0.093
C 0.25 2.37 -2.53 -0.334
C -1.04 1.06 3.88 -0.036
C -2.39 -3.12 4.10 0.083
C 1.04 3.62 -2.68 -0.089
C 2.13 5.53 -3.58 -0.092
C 1.38 -1.50 -3.27 -0.288
C -2.37 -0.67 -5.09 -0.080
C -1.58 2.19 3.41 -0.135
C 1.57 4.27 -3.78 -0.017
C 0.90 1.54 2.41 -0.024
C 4.09 -3.22 1.80 -0.410
C 1.65 5.45 -1.21 -0.014
C -2.76 -0.56 0.72 -0.709
C -3.40 -0.61 -4.15 -0.076
C 3.52 -1.88 -1.38 -0.421
C -3.56 -3.11 3.38 -0.131
C 2.15 6.12 -2.32 -0.092
C -3.17 0.06 -2.97 -0.142
C -1.07 0.76 -3.64 -0.355
C 0.09 0.43 3.13 -0.221
B 2.21 1.08 1.63 -0.630
H -2.42 2.66 3.92 0.104
H 1.65 5.90 -0.23 0.111
H -0.39 0.05 -5.55 0.101
H 2.54 6.08 -4.42 0.094
H -4.34 -1.11 -4.32 0.094
H 0.78 -0.10 3.79 0.128
H -1.46 0.53 4.72 0.105
H 1.33 2.10 3.26 0.172
H 1.92 -2.43 -3.40 0.030
H 0.37 -1.69 -2.89 0.031
H 2.58 7.11 -2.20 0.095
H 4.05 -3.17 2.88 0.009
H -4.60 -2.29 1.70 0.140
H 4.25 -1.38 -0.73 0.053
H 3.99 -2.16 -2.32 0.059
H 2.02 -3.43 -1.27 0.049
H 4.40 -4.22 1.49 0.011
H 3.62 -3.90 -0.67 0.054
H -2.48 -1.24 -6.00 0.100
H 1.53 3.82 -4.76 0.109
H 4.80 -2.48 1.43 0.016
H -3.91 0.08 -2.19 0.106
H 1.35 -0.93 -4.20 0.011
H -2.28 -3.80 4.93 0.129
```

C29H24Br2N4O5S4Tm as an isolated structure at a distorted geometry, computed with the ωB97M-V functional and the def2-TZVPD basis.

Calculated values
Kohn-Sham gap (alpha / beta) = 3.95 / 6.25 eV
expectation value of S² = 3.769
2S+1 = 4
LUMO level (alpha / beta) = 4.0 / 4.0 eV
ΔE to the lowest compared entry with this formula, charge and spin = 0.0 kJ/mol
M = 965.544 g mol⁻¹
charge = -2

```
69
Properties=species:S:1:pos:R:3:lowdin_spin:R:1
Tm -0.33 0.52 1.13 2.024
Br -0.63 -1.63 -5.86 0.006
Br 0.33 -4.10 -0.87 0.008
S 0.24 4.66 3.60 0.001
S 1.39 2.79 1.57 -0.001
S -3.98 2.12 0.16 0.002
S 2.79 -1.26 2.22 0.000
O -2.35 0.02 1.40 0.001
O 0.11 -1.23 0.12 0.009
O 3.98 -0.69 2.82 0.000
O -1.04 2.72 2.32 0.001
O 2.55 -2.65 2.54 0.000
N -0.44 0.08 3.57 -0.001
N -2.89 -0.32 0.22 0.001
N 1.48 -0.35 2.44 -0.001
N -0.43 1.06 -1.22 0.167
C 0.52 -0.98 5.94 0.000
C -0.67 2.21 -1.94 0.129
C -0.50 -0.19 -3.36 0.025
C 0.82 -0.43 3.62 0.000
C 2.98 -0.02 -1.65 0.001
C -0.06 -1.30 -1.19 0.049
C -0.40 -1.46 -3.96 0.064
C 2.67 -0.05 -0.30 0.003
C -0.77 1.01 -4.04 0.255
C 4.00 -2.18 -1.48 0.001
C 3.69 -2.22 -0.13 0.001
C 0.03 -2.51 -1.88 0.033
C 0.13 3.41 2.53 0.001
C 1.32 -0.97 4.83 0.000
C -3.28 -2.02 -1.39 0.002
C -2.20 3.11 3.06 0.000
C 3.02 -1.15 0.45 0.000
C -0.15 -2.62 -3.25 0.031
C -4.15 0.17 -1.73 0.001
C -1.20 0.03 4.66 0.000
C -2.77 -1.60 -0.20 0.001
C 3.97 -1.04 -3.73 0.000
C -0.78 -0.48 5.87 0.000
C 3.65 -1.08 -2.26 0.001
C -3.97 -1.11 -2.19 0.002
C -0.73 3.50 -1.18 0.019
C -0.85 2.20 -3.30 0.084
C -0.33 -0.13 -1.94 0.044
C -3.65 0.61 -0.49 0.002
H 2.68 0.83 -2.25 0.000
H -2.45 4.15 2.85 0.000
H -3.11 -3.04 -1.71 0.000
H -2.21 -2.23 0.47 0.000
H 3.16 -1.49 -4.31 0.000
H -0.91 1.01 -5.12 0.021
H 2.16 0.79 0.15 0.001
H -0.75 4.34 -1.88 0.000
H -1.44 -0.48 6.73 0.000
H -1.03 3.14 -3.81 -0.001
H -4.70 0.90 -2.31 0.000
H 3.93 -3.08 0.49 0.000
H -4.38 -1.41 -3.14 0.000
H 4.52 -3.01 -1.93 0.000
H 0.90 -1.38 6.87 0.000
H -1.63 3.53 -0.57 0.006
H -0.10 -3.58 -3.74 0.001
H -2.01 3.00 4.12 0.000
H -2.99 2.46 2.71 0.000
H -2.21 0.42 4.54 0.000
H 2.33 -1.35 4.85 0.000
H 4.88 -1.60 -3.94 0.000
H 4.10 -0.02 -4.07 0.000
H 0.14 3.60 -0.53 0.003
```

C29H24BrCl4F6IN2O5PSSbTl as an isolated structure at a distorted geometry, computed with the ωB97M-V functional and the def2-TZVPD basis.

Calculated values
Kohn-Sham gap (alpha / beta) = 6.94 / 5.05 eV
expectation value of S² = 0.788
2S+1 = 2
LUMO level (alpha / beta) = -1.5 / -3.4 eV
ΔE to the lowest compared entry with this formula, charge and spin = 153.4 kJ/mol
M = 1332.312 g mol⁻¹
charge = 0

```
76
Properties=species:S:1:pos:R:3:lowdin_spin:R:1
Tl 0.63 -1.02 0.35 -0.001
I 5.23 -1.87 3.39 0.074
Sb 4.06 -0.75 -2.18 0.000
Br 2.77 -3.93 0.22 0.000
Cl 3.07 2.40 6.43 0.083
Cl 0.67 -5.43 -2.28 0.000
Cl 0.64 -3.88 -4.71 0.000
Cl -1.82 -4.32 -3.27 0.000
S -1.89 5.69 -5.44 0.000
P -2.27 -1.68 0.54 0.000
F 2.76 -0.71 -0.73 0.002
F 5.32 -0.86 -3.56 0.000
F 5.15 -1.72 -0.99 0.000
F 4.76 0.84 -1.46 0.000
F 2.90 0.29 -3.23 0.000
F 3.27 -2.38 -2.69 0.000
O 2.57 -1.10 1.87 0.219
O 0.48 -6.36 4.11 0.000
O 0.17 -1.65 -2.92 0.000
O -1.71 7.25 -3.28 0.000
O 0.10 -2.85 -1.00 0.000
N 0.48 0.52 2.45 0.002
N 0.65 -2.98 1.76 0.002
C 1.70 1.43 4.30 0.012
C 2.88 1.33 5.11 0.235
C -1.87 3.29 -2.19 0.000
C 0.66 2.36 4.50 0.028
C -3.57 -1.04 1.68 0.000
C 1.48 -4.02 1.56 0.001
C 3.88 0.40 4.86 -0.021
C 0.08 2.75 -3.52 0.000
C 2.64 -0.40 2.88 0.073
C -1.91 7.20 -4.46 0.000
C -2.24 4.24 -3.13 0.000
C 1.56 0.54 3.23 0.055
C -0.29 1.56 -1.40 0.000
C 1.43 -5.17 2.34 0.000
C -0.22 -3.06 2.77 0.000
C -2.90 -1.04 -1.05 0.000
C -0.70 2.55 -2.37 0.000
C -2.19 8.41 -5.31 0.000
C -0.48 1.40 2.64 0.029
C 0.51 -5.23 3.37 0.000
C -0.42 2.36 3.65 -0.009
C -2.72 -3.45 0.50 0.000
C -0.05 -4.03 -3.11 0.000
C 0.10 -2.68 -2.29 0.000
C -1.44 4.47 -4.24 0.000
C -0.33 -4.15 3.60 0.000
C 0.06 0.68 -0.66 0.000
C -0.29 3.71 -4.44 0.000
C 3.78 -0.46 3.78 0.216
H -3.50 0.05 1.74 0.000
H 2.10 -5.99 2.15 0.000
H -3.15 4.82 -2.99 0.000
H 4.74 0.36 5.50 -0.005
H -2.78 9.13 -4.74 0.000
H -3.74 -3.56 0.14 0.000
H -2.98 0.05 -0.97 0.000
H -3.44 -1.45 2.68 0.000
H -1.24 8.88 -5.57 0.000
H -1.06 -4.16 4.40 0.000
H -1.22 3.08 3.76 -0.001
H -0.86 -2.19 2.91 0.000
H -2.04 -3.97 -0.17 0.000
H -2.20 -1.26 -1.86 0.000
H -3.87 -1.47 -1.26 0.000
H 0.97 2.14 -3.65 0.000
H 0.31 3.88 -5.32 0.000
H -1.32 1.35 1.95 0.001
H 0.74 3.08 5.30 0.002
H -2.48 3.12 -1.31 0.000
H -2.71 8.15 -6.23 0.000
H -2.64 -3.88 1.50 0.000
H -0.19 -6.30 4.79 0.000
H -4.56 -1.31 1.31 0.000
```

C29H24Cl4N4O13PV as an isolated structure at a distorted geometry, computed with the ωB97M-V functional and the def2-TZVPD basis.

Calculated values
Kohn-Sham gap (alpha / beta) = 5.44 / 5.48 eV
LUMO level (alpha / beta) = -7.9 / -7.9 eV
M = 860.256 g mol⁻¹
charge = +2

```
76
Properties=species:S:1:pos:R:3:lowdin_charge:R:1
V 1.01 -0.08 0.97 1.186
Cl -1.06 -0.27 7.35 0.770
Cl -2.72 -2.53 2.71 0.807
Cl 1.18 1.28 5.78 0.767
Cl -3.01 -2.17 5.84 0.761
P 3.59 -0.41 1.98 0.513
O -2.45 -2.38 -4.97 0.160
O -0.40 -0.86 1.64 -0.060
O -2.36 -1.14 -3.21 0.069
O 1.73 -4.25 -6.63 0.128
O -1.34 0.29 -1.18 -0.042
O 0.44 1.34 0.24 -0.105
O 2.92 0.53 0.97 -0.334
O 3.22 -2.23 -0.81 0.093
O 2.73 -1.57 2.34 -0.262
O 3.46 -4.28 -5.34 0.105
O 1.05 0.63 2.78 -0.198
O -1.02 2.57 1.42 0.229
O 1.28 -1.26 -0.32 -0.100
N 3.32 1.99 3.30 0.141
N 4.99 -2.54 1.11 0.145
N -1.89 -1.92 -4.01 -0.307
N 2.30 -4.02 -5.60 -0.344
C -2.82 4.39 -2.97 -0.047
C -5.74 0.80 1.14 -0.062
C -2.91 3.43 -1.98 -0.001
C -0.48 -2.31 -3.80 -0.074
C -0.92 -0.46 5.66 -0.670
C -1.87 1.49 -0.64 -0.308
C 0.16 0.07 3.60 -0.309
C -3.84 2.23 0.80 -0.045
C -3.89 0.06 -0.21 -0.014
C 0.07 0.23 4.97 -0.578
C -1.81 -1.33 4.98 -0.677
C -5.08 2.00 1.36 -0.052
C -0.88 1.90 0.46 -0.318
C 4.05 0.69 3.39 -0.156
C 2.08 -1.95 -1.12 -0.401
C -1.70 -1.50 3.60 -0.600
C 0.11 -1.97 -2.60 0.100
C -1.65 4.54 -3.70 -0.060
C 1.43 -2.31 -2.39 -0.081
C 2.16 -2.98 -3.37 0.104
C -0.65 2.75 -2.44 -0.026
C -1.83 2.60 -1.71 -0.127
C -0.56 3.72 -3.43 -0.060
C 1.53 -3.31 -4.55 -0.081
C 5.17 -1.07 1.31 -0.151
C -0.71 -0.78 2.95 -0.269
C 0.20 -2.99 -4.80 0.128
C -3.23 1.26 0.01 -0.148
C -5.14 -0.17 0.35 -0.061
H -0.27 -3.25 -5.73 0.147
H 6.02 -0.89 1.98 0.114
H 2.30 1.77 3.26 0.093
H 3.56 2.50 2.44 0.169
H 4.29 -2.64 0.34 0.090
H 5.12 0.90 3.42 0.114
H 0.35 3.82 -4.00 0.110
H -3.44 -0.73 -0.81 0.107
H -1.58 5.29 -4.47 0.114
H 5.38 -0.62 0.34 0.124
H 4.59 -2.98 1.94 0.160
H -5.54 2.77 1.97 0.114
H 3.51 2.59 4.11 0.166
H -3.67 5.02 -3.19 0.116
H 5.86 -3.00 0.84 0.181
H -3.35 3.18 0.98 0.122
H -0.46 -1.45 -1.85 0.115
H -5.65 -1.11 0.16 0.113
H 3.76 0.21 4.32 0.111
H 0.19 2.10 -2.25 0.112
H 3.20 -3.25 -3.23 0.140
H -6.72 0.62 1.57 0.113
H -1.85 0.07 -1.98 0.066
H -3.84 3.31 -1.44 0.114
```